Record 1
4 unconnected molecules or ions with the total composition C15H28BClFN3OP at a distorted geometry, computed with ωB97M-V with the def2-TZVPD basis set.

Each line ends with the Mulliken charge.
Geometry (Å):
C 4.857 0.235 1.183  -1.020
C 4.181 -0.257 -0.219  -0.581
P 2.341 -0.538 0.146  0.099
C 1.755 -2.274 -0.339  -0.494
C 1.003 -2.381 -1.753  -0.636
B 1.205 0.864 -0.529  0.258
C 0.059 1.145 0.660  -0.896
C -1.244 0.291 0.247  0.061
C -2.210 -0.048 1.486  -0.456
Cl -3.932 0.551 1.164  -0.289
C 2.026 2.263 -0.905  -0.445
C 1.103 3.343 -1.635  0.396
O -0.133 3.401 -1.566  -0.439
F 1.789 4.350 -2.408  -0.315
H 5.967 -0.034 1.205  0.339
H 4.350 -0.260 2.092  0.313
H 4.706 1.365 1.335  0.188
H 4.409 0.549 -0.992  0.271
H 4.757 -1.207 -0.522  0.367
H 2.683 -2.959 -0.327  0.306
H 1.033 -2.624 0.468  0.230
H 0.222 -1.579 -1.947  0.168
H 0.425 -3.388 -1.739  0.001
H 1.769 -2.492 -2.609  0.280
H 0.629 0.544 -1.528  -0.225
H 0.485 0.767 1.659  0.381
H -0.183 2.258 0.765  0.100
H -1.847 0.877 -0.539  0.303
H -0.920 -0.698 -0.229  -0.170
H -1.797 0.321 2.492  0.307
H -2.279 -1.197 1.558  0.273
H 2.511 2.708 0.043  0.264
H 2.843 1.970 -1.648  0.007
C -2.209 4.838 -3.916  -0.584
C -3.172 5.851 -4.456  0.236
N -3.930 6.647 -4.881  -0.408
H -2.660 3.846 -3.942  0.275
H -1.300 4.832 -4.518  0.265
H -1.950 5.084 -2.885  0.219
C -4.249 0.149 5.532  -0.738
C -3.368 -0.876 4.887  0.361
N -2.673 -1.688 4.383  -0.393
H -4.394 0.991 4.854  0.257
H -5.220 -0.292 5.767  0.265
H -3.788 0.507 6.454  0.273
C -0.916 -6.126 -0.789  -0.815
C -0.083 -5.638 0.356  0.414
N 0.571 -5.253 1.255  -0.428
H -1.611 -5.345 -1.102  0.266
H -0.273 -6.389 -1.630  0.263
H -1.484 -7.007 -0.485  0.327

Computed properties:
frontier orbital gap = 0.2140 hartree
charge = -1
max |F| = 0.0908 hartree/bohr
LUMO = 0.091 Eh

---

Record 2
H2N2O3S in the gas phase at a distorted geometry, computed with ωB97M-V with the def2-TZVPD basis set.

Each line ends with the Mulliken charge.
Geometry (Å):
N 0.840 0.712 -1.092  -0.526
N -0.937 -0.800 0.651  0.762
O -1.207 -1.047 1.796  -0.501
O -1.163 -1.493 -0.301  -0.519
O 0.812 1.080 1.476  -0.395
S -0.042 0.993 0.380  0.564
H 0.240 0.701 -1.931  0.306
H 1.457 -0.146 -0.979  0.309

Computed properties:
frontier orbital gap = 0.3679 hartree
ΔE to the lowest compared entry with this formula, charge and spin = 37.3 kcal per mole
max |F| = 0.0995 hartree/bohr
LUMO = 0.000 Eh

---

Record 3
A molecular structure, C32H40F6GeNO6PdS2Sb at a distorted geometry, computed with ωB97M-V with the def2-TZVPD basis set.

Each line ends with the Mulliken spin population.
Geometry (Å):
Pd 0.322 -0.422 -3.014  1.275
F -1.091 2.650 -5.739  0.000
C -2.152 2.719 -4.889  -0.001
F -3.286 2.288 -5.509  0.001
F -2.271 3.994 -4.552  0.000
S -1.812 1.758 -3.337  0.013
O -2.708 0.639 -3.321  0.005
O -0.394 1.508 -3.355  0.039
N -2.088 2.808 -2.204  0.003
S -2.586 2.329 -0.816  -0.025
O -2.820 0.914 -0.607  0.000
O -1.798 2.995 0.328  0.027
C -4.290 3.094 -0.485  0.003
F -5.010 2.545 -1.386  0.000
F -4.698 2.825 0.749  0.000
F -4.372 4.436 -0.608  0.001
O -0.849 0.630 1.833  0.012
C -0.535 -0.243 0.797  -0.020
O 0.018 0.335 -0.133  0.037
C -0.885 -1.637 1.038  0.010
C -1.232 -2.377 -0.314  0.019
Ge 0.190 -3.306 -1.134  -0.028
C 0.411 -2.759 -3.021  0.060
C 1.687 -2.271 -3.402  -0.027
C 1.986 -1.942 -4.721  0.240
C 0.990 -2.152 -5.686  0.167
C -0.257 -2.830 -5.372  0.016
C -0.508 -3.125 -4.087  0.128
C 1.856 -2.835 -0.117  0.002
C 2.347 -1.563 -0.232  -0.034
C 3.500 -1.185 0.463  0.000
C 4.189 -2.092 1.275  0.000
C 3.732 -3.330 1.417  0.001
C 2.554 -3.702 0.710  0.000
C -0.075 -5.230 -0.840  0.006
C 1.051 -6.112 -1.033  0.001
C 0.793 -7.487 -0.820  -0.001
C -0.479 -8.048 -0.506  0.004
C -1.594 -7.163 -0.326  0.001
C -1.313 -5.783 -0.500  0.001
H -1.514 -1.666 1.922  0.003
H 0.017 -2.195 1.300  0.000
H -1.687 -1.539 -0.926  -0.001
H -1.996 -3.120 -0.184  0.001
H 2.470 -2.243 -2.655  0.000
H 2.969 -1.604 -5.029  0.004
H 1.244 -1.951 -6.699  0.014
H -0.925 -3.083 -6.174  0.005
H -1.425 -3.676 -3.777  0.006
H 1.770 -0.871 -0.878  0.042
H 3.877 -0.206 0.394  0.001
H 5.122 -1.775 1.735  0.000
H 4.271 -4.136 1.855  0.000
H 2.133 -4.679 0.904  0.000
H 2.011 -5.775 -1.444  0.000
H 1.642 -8.167 -0.914  0.000
H -0.594 -9.088 -0.472  0.000
H -2.606 -7.479 -0.121  0.000
H -2.185 -5.127 -0.432  0.001
C 0.837 2.595 5.646  0.019
C 0.105 1.584 4.887  0.734
C -1.302 1.424 5.167  -0.020
Sb -0.381 2.561 1.865  0.154
C -1.207 5.666 2.616  0.736
C -1.810 5.981 1.360  0.022
C -0.030 6.294 3.140  -0.024
C 1.645 2.815 1.017  -0.019
C 1.620 3.139 -0.486  0.002
C 2.529 1.639 1.531  0.050
H 1.712 3.074 5.183  0.007
H 1.041 2.095 6.668  0.055
H 0.184 3.461 5.893  0.009
H 0.694 0.810 4.397  0.006
H -1.815 2.380 5.194  0.021
H -1.533 0.919 6.127  0.055
H -1.638 0.777 4.407  0.005
H -1.815 5.190 3.341  0.016
H -1.130 6.417 0.645  0.004
H -2.495 6.795 1.582  0.073
H -2.415 5.240 0.796  0.005
H 0.531 6.962 2.449  0.001
H 0.661 5.541 3.629  0.062
H -0.228 6.802 4.037  0.042
H 1.977 3.710 1.545  -0.017
H 1.292 2.259 -1.027  0.005
H 2.572 3.539 -0.829  0.001
H 0.892 3.893 -0.591  -0.001
H 2.198 0.701 1.080  -0.018
H 2.641 1.530 2.616  0.001
H 3.551 1.713 1.164  0.002

Computed properties:
⟨S²⟩ = 6.026
multiplicity = 5
frontier orbital gap (alpha / beta) = 0.1472 / 0.1075 hartree
ΔE to the lowest compared entry with this formula, charge and spin = 65.8 kcal per mole
charge = +2
max |F| = 0.0943 hartree/bohr
LUMO (alpha / beta) = -0.250 / -0.393 Eh

---

Record 4
2 unconnected molecules or ions with the total composition CH2F2N2O at a distorted geometry, computed with ωB97M-V with the def2-TZVPD basis set.

Each line ends with the Mulliken charge.
Geometry (Å):
C -1.634 -0.333 -0.178  -0.088
N 1.977 1.485 -0.308  -0.362
N 1.694 0.478 0.049  0.769
O -0.952 0.572 -0.520  -0.371
F 1.314 0.060 1.498  -0.299
F 1.511 -0.767 -0.512  -0.118
H -2.060 -1.115 -0.905  0.224
H -1.849 -0.380 0.877  0.245

Computed properties:
frontier orbital gap = 0.3730 hartree
ΔE to the lowest compared entry with this formula, charge and spin = 95.3 kcal per mole
max |F| = 0.0470 hartree/bohr
LUMO = -0.010 Eh

---

| no. | molecular weight (g/mol) |
| --- | --- |
| 1 | 362.65 |
| 2 | 110.09 |
| 3 | 1013.58 |
| 4 | 96.04 |